[1]
{
  "formula": "C3H4IN",
  "method": "the ωB97M-V functional and the def2-TZVPD basis",
  "relative_energy_kcal_mol": 69.3,
  "orbital_gap_ev": [7.68, 7.76],
  "species": ["C", "C", "C", "N", "I", "H", "H", "H", "H"],
  "xyz": [[0.900072, 0.934097, 0.062496], [-0.081157, 0.051136, -0.179485], [-2.562301, -0.511290, 0.284665], [-1.396927, 0.512006, 0.007497], [-4.529691, 0.093319, 0.006438], [1.947455, 0.572223, -0.148252], [0.637950, 1.803763, 0.483265], [0.075247, -0.847691, -0.590581], [-2.506453, -1.626727, 0.324401]],
  "forces_ev_per_a": [[1.530, -4.672, -1.768], [-1.092, 3.507, 1.570], [5.831, 4.211, -2.199], [-6.550, -5.039, 1.598], [0.692, 0.148, 0.304], [-1.203, 0.934, 0.417], [-0.418, 3.330, 1.347], [0.632, -3.452, -1.341], [0.579, 1.034, 0.073]]
}



[2]
{
  "formula": "C3H4IN",
  "method": "the ωB97M-V functional and the def2-TZVPD basis",
  "relative_energy_kcal_mol": 5.7,
  "orbital_gap_ev": 9.48,
  "species": ["C", "C", "C", "N", "I", "H", "H", "H", "H"],
  "xyz": [[0.451596, -1.416464, 0.213837], [-0.729199, 0.629706, -0.401733], [0.322941, -0.039548, 0.551349], [0.331496, -2.492997, -0.146401], [2.369523, 0.706478, -0.029461], [-1.425366, 1.432489, 0.022277], [-0.165974, 1.188958, -1.263304], [-1.385193, -0.142558, -0.678072], [0.230178, 0.133932, 1.731508]],
  "forces_ev_per_a": [[-0.762, -0.050, 0.290], [0.999, 2.913, 0.175], [0.747, 2.089, 1.657], [0.245, -1.058, -0.221], [-0.682, -0.008, 0.557], [1.372, -1.038, 0.113], [-1.318, -1.573, 1.351], [-0.721, -0.927, -1.071], [0.121, -0.348, -2.850]]
}



[3]
{
  "formula": "C3H4INO",
  "method": "the ωB97M-V functional and the def2-TZVPD basis",
  "relative_energy_kcal_mol": 36.9,
  "orbital_gap_ev": 9.77,
  "species": ["C", "C", "C", "N", "O", "I", "H", "H", "H", "H"],
  "xyz": [[-0.388618, 1.577040, -0.356585], [-0.538239, -1.093338, -0.139116], [0.637953, -0.606840, 0.622616], [-0.243069, 0.239747, -0.068269], [0.368316, 2.404382, 0.120984], [2.633229, -0.627696, -0.146970], [-1.282906, 1.703392, -0.917202], [-0.311398, -1.654670, -1.096803], [-1.490902, -1.615429, 0.356253], [0.615634, -0.326587, 1.625094]],
  "forces_ev_per_a": [[1.345, -0.929, 1.888], [-2.417, -4.180, -0.953], [0.650, 1.391, -1.111], [0.220, 1.889, -0.382], [-0.859, -0.448, -0.914], [-0.283, -0.337, 0.125], [-0.817, 0.834, -0.886], [-0.110, 0.789, 1.014], [2.049, 1.586, -0.674], [0.223, -0.596, 1.892]]
}



[4]
{
  "formula": "C3H4INO",
  "method": "the ωB97M-V functional and the def2-TZVPD basis",
  "relative_energy_kcal_mol": 65.7,
  "s2": 2.010,
  "orbital_gap_ev": [5.96, 6.78],
  "spin_multiplicity": 3,
  "species": ["C", "C", "C", "N", "O", "I", "H", "H", "H", "H"],
  "xyz": [[-0.305138, -3.689974, 0.828487], [-0.452728, -1.058393, -0.176316], [-0.816215, -0.172873, 0.744567], [-1.287214, -3.518524, 1.452211], [0.562931, -3.823341, 0.081663], [-2.788817, 0.657618, 0.764747], [0.524672, -1.502598, -0.207984], [-1.197161, -1.692365, -0.756250], [-0.005881, 0.491080, 1.224702], [-1.912500, -3.658377, 2.246588]],
  "forces_ev_per_a": [[-0.881, -0.421, 0.356], [0.119, -4.959, -5.343], [-0.347, 4.432, 5.787], [-1.893, 0.271, 1.612], [1.740, -0.306, -0.939], [0.315, 0.212, -0.463], [0.571, 0.639, -0.318], [0.736, 0.946, 0.968], [-1.409, -0.867, -0.799], [1.049, 0.052, -0.861]]
}



[5]
{
  "formula": "C3H4INS",
  "method": "the ωB97M-V functional and the def2-TZVPD basis",
  "relative_energy_kcal_mol": 14.3,
  "orbital_gap_ev": [6.63, 6.37],
  "species": ["C", "C", "C", "N", "S", "I", "H", "H", "H", "H"],
  "xyz": [[-0.662492, 0.663611, -0.681807], [-1.201656, -0.193387, 0.418997], [1.136726, -0.554080, -0.398989], [0.539436, 0.450423, -1.054162], [0.071411, -1.473024, 0.631687], [2.775086, 0.930559, 1.436878], [-1.248233, 1.440735, -1.139299], [-1.281444, 0.386327, 1.344389], [-2.167085, -0.648153, 0.202183], [2.038251, -1.003011, -0.759876]],
  "forces_ev_per_a": [[0.128, -0.516, 0.340], [0.319, -0.281, 0.103], [0.568, -0.642, 2.197], [-0.423, 1.423, -1.214], [0.002, 0.271, -0.333], [-0.660, -0.569, -0.802], [-0.140, 0.248, -0.096], [-0.032, 0.063, 0.000], [-0.018, 0.079, -0.064], [0.255, -0.076, -0.130]]
}



[6]
{
  "formula": "C3H4InO4",
  "method": "the ωB97M-V functional and the def2-TZVPD basis",
  "relative_energy_kcal_mol": 0.9,
  "s2": 0.752,
  "orbital_gap_ev": [7.08, 2.85],
  "total_charge": 2,
  "spin_multiplicity": 2,
  "species": ["O", "C", "C", "O", "O", "C", "In", "H", "H", "H", "O", "H"],
  "xyz": [[0.631255, -1.359496, -0.180106], [1.476463, -0.354110, -0.281868], [-0.620002, -0.893122, -0.554410], [2.664662, -0.429884, -0.017332], [0.844295, 0.733294, -0.678210], [-0.490674, 0.400057, -0.871400], [4.271732, 0.518322, 0.101724], [-1.423008, -1.614734, -0.644878], [-1.154370, 1.141804, -1.314819], [-2.056516, -0.183647, 1.459772], [-1.903446, 0.715178, 1.821652], [-2.240394, 1.326336, 1.159877]],
  "forces_ev_per_a": [[1.390, 0.478, 0.165], [-6.032, 0.149, -0.908], [-0.119, 0.631, -0.801], [0.789, -1.798, 0.522], [1.146, -0.340, 0.222], [-0.472, -0.783, -0.301], [2.905, 1.640, 0.275], [0.195, 0.113, 0.199], [0.362, -0.193, 0.357], [-0.217, 0.945, 0.548], [0.377, -0.879, -0.408], [-0.323, 0.038, 0.129]]
}



[7]
{
  "formula": "C3H4IrO2",
  "method": "the ωB97M-V functional and the def2-TZVPD basis",
  "relative_energy_kcal_mol": 29.1,
  "s2": 8.794,
  "orbital_gap_ev": [6.02, 6.12],
  "total_charge": 2,
  "spin_multiplicity": 6,
  "species": ["C", "C", "H", "H", "C", "O", "Ir", "H", "O", "H"],
  "xyz": [[0.452082, 0.074440, 0.699106], [-0.609738, 0.925687, 0.804003], [-0.477995, 2.007511, 0.744065], [-1.582493, 0.494970, 1.052278], [-0.141342, -0.833315, -0.422309], [-0.267972, -0.564590, -1.615835], [-0.773112, -1.364345, -3.227206], [-0.419827, -1.832087, -0.044044], [1.706655, 0.499917, 0.568659], [2.113743, 0.591812, 1.441283]],
  "forces_ev_per_a": [[1.563, 1.939, -3.496], [-1.368, 0.206, 2.508], [-0.027, -0.001, -0.041], [-0.125, 0.292, -0.354], [0.635, -1.331, 0.455], [1.976, 2.373, 5.532], [-1.568, -2.347, -5.373], [-0.375, 0.199, 0.004], [-1.335, -2.120, 0.239], [0.625, 0.789, 0.527]]
}



[8]
{
  "formula": "C3H4KLiO3",
  "method": "the ωB97M-V functional and the def2-TZVPD basis",
  "relative_energy_kcal_mol": 28.3,
  "orbital_gap_ev": 4.77,
  "species": ["O", "C", "C", "O", "O", "C", "H", "H", "H", "Li", "K", "H"],
  "xyz": [[-0.431048, 0.079304, 1.784790], [-0.456043, 1.036774, 1.009378], [0.296981, -1.275561, -0.201832], [0.350941, 2.063565, 1.116948], [-0.550456, 0.814552, -0.315853], [-0.950510, -0.502732, -0.683388], [0.442286, -2.125470, -0.873429], [0.417267, -1.778629, 0.757552], [-1.125454, -0.586161, -1.757148], [1.393943, 0.382552, -0.878187], [2.517535, 2.732028, 0.253485], [-1.905443, -0.840223, -0.212315]],
  "forces_ev_per_a": [[-2.680, 1.546, 0.286], [6.121, -1.112, 1.348], [0.777, -1.974, -2.172], [-0.885, 1.027, 0.504], [-3.063, 1.285, -2.642], [0.719, -2.283, 2.046], [0.182, -0.141, -0.561], [-0.721, 0.765, 0.156], [0.409, 0.417, -0.022], [-1.176, -0.662, 0.351], [-0.221, 0.412, 0.650], [0.538, 0.720, 0.057]]
}



[9]
{
  "formula": "C3H4KO3",
  "method": "the ωB97M-V functional and the def2-TZVPD basis",
  "relative_energy_kcal_mol": 18.0,
  "orbital_gap_ev": 9.38,
  "total_charge": 1,
  "species": ["C", "C", "O", "C", "O", "O", "K", "H", "H", "H", "H"],
  "xyz": [[0.113014, -0.970087, -0.536770], [1.197818, -1.082436, 0.247016], [1.429103, 2.624467, -0.058248], [0.273391, 2.584969, 0.066603], [-0.840319, 2.499814, 0.413834], [-1.149751, -1.255166, -0.068645], [-2.944248, 0.609753, 0.737771], [0.160678, -0.782451, -1.610692], [1.147902, -1.647186, 1.181227], [2.146196, -0.561545, 0.138662], [-1.533784, -2.020135, -0.510757]],
  "forces_ev_per_a": [[1.880, -0.222, -0.148], [-0.826, 0.200, 0.498], [-1.485, 0.133, -0.652], [1.599, -0.271, 1.488], [-0.162, 0.005, -0.833], [-0.718, -0.456, 0.431], [0.176, 0.074, 0.037], [-0.001, 0.647, 0.284], [-0.433, 0.512, 0.016], [-0.114, -0.479, -0.926], [0.085, -0.143, -0.196]]
}



[10]
{
  "formula": "C3H4LaLiO3",
  "method": "the ωB97M-V functional and the def2-TZVPD basis",
  "relative_energy_kcal_mol": 0.0,
  "s2": 0.751,
  "orbital_gap_ev": [2.82, 2.85],
  "total_charge": 1,
  "spin_multiplicity": 2,
  "species": ["O", "C", "C", "O", "O", "C", "H", "H", "H", "Li", "La", "H"],
  "xyz": [[0.253477, -0.907530, 0.772057], [-1.036612, -0.697163, 0.695694], [1.225820, 0.062173, 0.268323], [-1.821803, -1.597952, 1.082951], [-1.521133, 0.394925, 0.237123], [1.321284, 0.212936, -1.157993], [2.077607, -0.000064, 0.953359], [1.460780, -0.704291, -1.744851], [1.967204, 1.062183, -1.429003], [-0.624165, 1.353515, -1.133804], [-4.196151, -0.494285, 0.758822], [0.893693, 1.315555, 0.697322]],
  "forces_ev_per_a": [[-0.811, -0.091, 0.161], [1.205, 0.372, -0.549], [-0.566, 4.776, 2.248], [-2.054, -0.376, 0.401], [-1.554, 0.693, -0.196], [-1.243, 0.069, -1.719], [0.003, -1.050, -0.205], [0.398, 0.331, 0.271], [-0.056, -0.518, 0.049], [0.998, -0.618, 0.119], [3.266, -0.506, 0.041], [0.413, -3.082, -0.621]]
}